1.
{
  "formula": "C3H10N2O2",
  "method": "ωB97M-V/def2-TZVPD",
  "spin_multiplicity": 1,
  "de_lowest_kcal_mol": 23.2,
  "homo_lumo_gap_ev": 10.671,
  "mol_weight_g_mol": 106.1,
  "lumo_ev": 0.69,
  "elements": ["C", "C", "N", "O", "H", "H", "H", "H", "H", "H", "H", "N", "C", "O", "H", "H", "H"],
  "positions_angstrom": [[-0.796, -0.560, -0.486], [-1.087, -0.369, 0.994], [-1.691, 0.249, -1.272], [-1.029, -1.905, -0.851], [-0.373, -2.445, -0.382], [0.282, -0.318, -0.732], [-1.394, 0.170, -2.244], [-2.598, -0.217, -1.254], [-0.970, 0.678, 1.293], [-0.414, -0.984, 1.602], [-2.106, -0.682, 1.249], [2.234, 0.734, 0.925], [1.834, 1.399, -0.188], [2.205, 1.080, -1.320], [1.853, 0.946, 1.836], [2.960, 0.036, 0.828], [1.090, 2.188, 0.003]],
  "mulliken_charge": [0.490, -1.154, -0.702, -0.565, 0.308, 0.154, 0.275, 0.300, 0.268, 0.338, 0.314, -0.292, 0.033, -0.573, 0.232, 0.214, 0.361]
}

2.
{
  "formula": "C3H10N2O2",
  "method": "ωB97M-V/def2-TZVPD",
  "spin_multiplicity": 1,
  "de_lowest_kcal_mol": 56.3,
  "homo_lumo_gap_ev": 10.025,
  "mol_weight_g_mol": 106.1,
  "lumo_ev": 0.67,
  "elements": ["N", "C", "C", "N", "C", "O", "H", "H", "H", "H", "H", "H", "H", "H", "H", "H", "O"],
  "positions_angstrom": [[-0.217, 1.449, -2.291], [-0.839, 0.492, -1.331], [-0.042, -0.648, -0.864], [1.028, -0.339, -0.183], [1.407, -1.269, 0.791], [-0.393, -1.812, -1.134], [0.063, 1.025, -3.165], [-0.989, 2.026, -2.616], [-1.332, 1.162, -0.400], [-1.760, 0.011, -1.703], [1.712, 0.223, -0.630], [2.193, -2.077, 0.456], [1.955, -0.772, 1.599], [0.588, -1.903, 1.196], [-1.321, 0.942, 4.165], [-0.803, 1.054, 2.800], [-1.251, 0.434, 3.311]],
  "mulliken_charge": [-0.661, -0.393, 0.458, -0.126, -0.830, -0.606, 0.226, 0.253, 0.204, 0.345, 0.252, 0.279, 0.300, 0.302, 0.318, 0.289, -0.610]
}

3.
{
  "formula": "C3H10N2O2",
  "method": "ωB97M-V/def2-TZVPD",
  "spin_multiplicity": 1,
  "de_lowest_kcal_mol": 112.7,
  "homo_lumo_gap_ev": 9.826,
  "mol_weight_g_mol": 106.1,
  "lumo_ev": 0.99,
  "elements": ["C", "C", "C", "N", "N", "O", "O", "H", "H", "H", "H", "H", "H", "H", "H", "H", "H"],
  "positions_angstrom": [[0.071, 0.608, -0.459], [-0.551, -0.314, 0.523], [1.526, -0.819, 1.889], [-1.530, 1.233, -0.821], [0.611, 0.123, -1.639], [0.698, -1.276, 0.848], [-2.073, 0.347, -1.843], [-2.997, 0.244, -1.561], [-1.226, 2.031, -1.387], [0.667, 1.399, -0.007], [1.603, -0.076, -1.592], [-0.015, -0.524, -2.107], [-1.284, -1.021, 0.145], [-0.827, 0.148, 1.469], [0.972, -0.364, 2.721], [2.254, -0.079, 1.524], [2.100, -1.660, 2.296]],
  "mulliken_charge": [-0.095, -0.287, -0.651, -0.463, -0.467, -0.433, -0.425, 0.337, 0.291, 0.376, 0.237, 0.219, 0.244, 0.322, 0.293, 0.245, 0.258]
}

4.
{
  "formula": "C3H10N2O2",
  "method": "ωB97M-V/def2-TZVPD",
  "s2": 0.760,
  "charge": 1,
  "spin_multiplicity": 2,
  "de_lowest_kcal_mol": 47.0,
  "homo_lumo_gap_ev": [11.860, 5.874],
  "mol_weight_g_mol": 106.1,
  "lumo_ev": [-3.17, -8.36],
  "elements": ["C", "N", "C", "C", "N", "O", "H", "H", "H", "H", "H", "H", "H", "H", "H", "H", "O"],
  "positions_angstrom": [[-0.307, 1.722, 0.449], [0.767, 0.928, -0.233], [1.584, -0.003, 0.710], [0.815, -1.312, 1.070], [-0.319, -1.632, 0.450], [1.346, -2.217, 1.712], [-1.225, 1.177, 0.373], [-0.579, 2.736, -0.048], [-0.246, 1.901, 1.515], [0.336, 0.451, -1.010], [1.912, 0.589, 1.500], [2.409, -0.524, 0.171], [-0.536, -1.043, -0.440], [-0.972, -2.353, 0.707], [-1.357, -0.388, -2.979], [-2.218, -0.096, -1.786], [-1.408, 0.064, -2.163]],
  "mulliken_charge": [-0.730, -0.082, -0.407, 0.598, -0.237, -0.470, 0.288, 0.342, 0.374, 0.285, 0.447, 0.263, 0.121, 0.236, 0.294, 0.294, -0.614]
}

5.
{
  "formula": "C3H10N2O2",
  "method": "ωB97M-V/def2-TZVPD",
  "charge": 2,
  "spin_multiplicity": 1,
  "de_lowest_kcal_mol": 66.7,
  "homo_lumo_gap_ev": 10.987,
  "mol_weight_g_mol": 106.1,
  "lumo_ev": -8.48,
  "elements": ["C", "C", "C", "N", "N", "O", "O", "H", "H", "H", "H", "H", "H", "H", "H", "H", "H"],
  "positions_angstrom": [[-0.534, 0.329, -0.271], [0.533, 0.188, -1.035], [-1.034, -0.944, 0.382], [1.294, 2.116, -1.476], [-1.131, -0.592, 1.977], [1.400, -0.565, -1.563], [-0.119, -1.946, 0.262], [-0.758, 1.360, 0.180], [-2.112, -1.223, 0.027], [1.578, 1.760, -2.397], [2.123, 2.257, -0.966], [0.806, 3.031, -1.446], [-1.615, -1.472, 2.261], [-0.130, -0.649, 2.334], [-1.755, 0.296, 2.297], [2.000, -1.028, -1.056], [-0.546, -2.917, 0.489]],
  "mulliken_charge": [-0.702, 0.701, 0.384, -0.664, -0.463, -0.325, -0.571, 0.285, 0.413, 0.338, 0.300, 0.320, 0.398, 0.378, 0.406, 0.377, 0.425]
}

6.
{
  "formula": "C3H10N2O2P",
  "method": "ωB97M-V/def2-TZVPD",
  "charge": -1,
  "spin_multiplicity": 1,
  "de_lowest_kcal_mol": 0.0,
  "homo_lumo_gap_ev": 8.141,
  "mol_weight_g_mol": 137.1,
  "lumo_ev": 4.09,
  "elements": ["C", "C", "C", "N", "N", "O", "O", "P", "H", "H", "H", "H", "H", "H", "H", "H", "H", "H"],
  "positions_angstrom": [[0.639, -2.271, 0.183], [-1.151, 0.735, -1.311], [-0.916, 1.624, 0.907], [0.741, -0.964, 0.782], [-0.288, 1.329, -0.339], [1.769, -0.092, -1.501], [2.233, 1.182, 0.715], [1.355, 0.359, -0.152], [1.157, -2.277, -0.779], [1.072, -3.045, 0.823], [-0.415, -2.526, 0.003], [-0.529, 0.367, -2.126], [-1.752, -0.108, -0.911], [-1.856, 1.488, -1.706], [-0.138, 1.877, 1.625], [-1.590, 2.490, 0.789], [-1.515, 0.785, 1.310], [1.184, -0.953, 1.690]],
  "mulliken_charge": [-0.830, -0.824, -0.860, -0.265, -0.175, -0.778, -0.791, 0.778, 0.281, 0.313, 0.201, 0.271, 0.244, 0.309, 0.276, 0.313, 0.272, 0.264]
}

7.
{
  "formula": "C3H10N2O3",
  "method": "ωB97M-V/def2-TZVPD",
  "spin_multiplicity": 1,
  "de_lowest_kcal_mol": 22.7,
  "homo_lumo_gap_ev": 10.037,
  "mol_weight_g_mol": 122.1,
  "lumo_ev": 0.51,
  "elements": ["C", "C", "N", "C", "N", "H", "H", "H", "H", "H", "H", "O", "H", "H", "O", "H", "H", "O"],
  "positions_angstrom": [[-0.130, -1.835, 0.567], [0.357, -0.553, 0.576], [-0.703, 0.303, 0.411], [-1.785, -0.412, 0.388], [-1.481, -1.737, 0.515], [0.381, -2.778, 0.455], [1.376, -0.243, 0.744], [-2.766, -0.008, 0.250], [-2.148, -2.479, 0.385], [1.260, -0.537, -1.834], [0.811, 0.579, -2.786], [1.428, -0.170, -2.708], [-0.363, 2.313, -1.351], [-0.823, 2.244, -2.833], [-0.068, 2.122, -2.249], [1.061, 1.680, 3.647], [1.294, 0.848, 2.334], [1.722, 1.279, 3.077]],
  "mulliken_charge": [-0.299, -0.862, -0.298, -0.227, -0.087, 0.406, 0.734, 0.409, 0.215, 0.322, 0.403, -0.681, 0.315, 0.320, -0.682, 0.312, 0.370, -0.672]
}

8.
{
  "formula": "C3H10N2O3",
  "method": "ωB97M-V/def2-TZVPD",
  "spin_multiplicity": 1,
  "de_lowest_kcal_mol": 50.8,
  "homo_lumo_gap_ev": 10.461,
  "mol_weight_g_mol": 122.1,
  "lumo_ev": 0.42,
  "elements": ["N", "C", "C", "O", "C", "N", "O", "H", "H", "H", "H", "H", "H", "H", "H", "H", "H", "O"],
  "positions_angstrom": [[0.144, -1.190, 1.705], [-0.535, -0.218, 0.746], [-0.329, 1.238, 1.073], [-0.456, 1.422, 2.439], [-0.090, -0.616, -0.623], [-0.465, -1.810, -1.154], [0.696, 0.134, -1.177], [1.028, -0.562, 2.034], [-0.313, -1.271, 2.598], [-1.627, -0.343, 0.573], [-1.112, 2.049, 0.622], [0.538, 1.712, 0.659], [-1.440, 1.459, 2.448], [-0.257, -2.124, -2.011], [-0.646, -2.544, -0.421], [2.358, 1.194, -3.050], [0.910, 0.530, -2.928], [1.596, 0.938, -3.535]],
  "mulliken_charge": [-0.706, 0.368, -0.950, -0.488, 0.376, -0.390, -0.648, 0.325, 0.286, 0.270, 0.320, 0.354, 0.384, 0.231, 0.233, 0.270, 0.431, -0.666]
}

9.
{
  "formula": "C3H10N2O3",
  "method": "ωB97M-V/def2-TZVPD",
  "spin_multiplicity": 1,
  "de_lowest_kcal_mol": 78.3,
  "homo_lumo_gap_ev": 8.812,
  "mol_weight_g_mol": 122.1,
  "lumo_ev": 0.60,
  "elements": ["C", "C", "N", "N", "H", "H", "H", "H", "H", "H", "H", "H", "C", "O", "O", "O", "H", "H"],
  "positions_angstrom": [[0.055, 0.545, 0.303], [-1.174, 1.373, -0.035], [-0.048, 0.023, 1.640], [1.273, 1.288, 0.083], [0.187, 0.023, -0.995], [-0.909, -0.497, 1.768], [0.723, -0.604, 1.846], [2.082, 0.738, 0.351], [1.282, 2.151, 0.619], [-2.072, 0.759, 0.046], [-1.108, 1.768, -1.048], [-1.266, 2.211, 0.660], [0.155, -1.358, -0.811], [-0.986, -1.936, -0.347], [1.245, -1.900, -0.190], [0.242, -0.948, -2.037], [1.975, -1.827, -0.820], [-1.656, -1.809, -1.033]],
  "mulliken_charge": [0.655, -1.469, -0.623, -0.615, 0.141, 0.251, 0.293, 0.237, 0.283, 0.346, 0.390, 0.418, 0.681, -0.479, -0.494, -0.754, 0.371, 0.371]
}

10.
{
  "formula": "C3H10N2O3",
  "method": "ωB97M-V/def2-TZVPD",
  "spin_multiplicity": 1,
  "de_lowest_kcal_mol": 34.3,
  "homo_lumo_gap_ev": 9.576,
  "mol_weight_g_mol": 122.1,
  "lumo_ev": 0.79,
  "elements": ["O", "C", "N", "C", "N", "C", "O", "H", "H", "H", "H", "H", "H", "H", "H", "H", "H", "O"],
  "positions_angstrom": [[0.374, 0.795, 0.823], [0.148, -0.385, 0.937], [0.797, -1.088, 1.949], [-0.722, -1.230, 0.060], [-1.589, -0.390, -0.717], [-1.174, 0.191, -2.004], [-1.476, 1.570, -1.887], [1.671, -0.863, 2.394], [0.449, -1.957, 2.324], [-1.298, -1.758, 0.845], [-0.285, -2.038, -0.511], [-2.519, -0.174, -0.408], [-1.827, -0.127, -2.828], [-0.128, -0.017, -2.273], [-1.344, 1.801, -0.949], [3.171, 1.960, 0.027], [2.625, 2.191, 1.339], [3.127, 1.519, 0.878]],
  "mulliken_charge": [-0.518, 0.654, -0.392, -0.847, -0.227, -0.229, -0.566, 0.209, 0.166, 0.366, 0.334, 0.210, 0.266, 0.251, 0.339, 0.301, 0.305, -0.622]
}

11.
{
  "formula": "C3H10N2O3",
  "method": "ωB97M-V/def2-TZVPD",
  "s2": 1.758,
  "charge": 1,
  "spin_multiplicity": 2,
  "de_lowest_kcal_mol": 130.7,
  "homo_lumo_gap_ev": [8.981, 5.819],
  "mol_weight_g_mol": 122.1,
  "lumo_ev": [-4.83, -8.26],
  "elements": ["C", "N", "C", "O", "O", "C", "N", "H", "H", "H", "H", "H", "H", "H", "H", "H", "H", "O"],
  "positions_angstrom": [[1.384, 0.313, 0.436], [1.111, -0.923, -0.216], [0.048, -0.856, -1.138], [-1.114, -0.264, -0.476], [0.278, -0.203, -2.381], [0.393, 0.585, 1.595], [0.996, 1.574, 2.460], [2.373, 0.329, 0.888], [1.336, 1.167, -0.298], [-0.327, -1.882, -1.287], [-1.860, -0.668, -0.981], [0.131, -0.287, 2.212], [-0.582, 0.901, 1.194], [1.993, 1.719, 2.306], [0.495, 2.235, 3.048], [-3.586, -1.635, -2.281], [-0.451, -0.645, -2.834], [-2.618, -1.459, -2.246]],
  "mulliken_charge": [-0.609, -0.448, 0.152, -0.533, -0.503, -0.229, -0.071, 0.428, 0.373, 0.436, 0.398, 0.308, 0.353, 0.280, 0.313, 0.326, 0.386, -0.361]
}

12.
{
  "formula": "C3H10N2OP",
  "method": "ωB97M-V/def2-TZVPD",
  "charge": 1,
  "spin_multiplicity": 1,
  "de_lowest_kcal_mol": 115.1,
  "homo_lumo_gap_ev": 8.218,
  "mol_weight_g_mol": 121.1,
  "lumo_ev": -6.03,
  "elements": ["C", "C", "C", "N", "N", "O", "P", "H", "H", "H", "H", "H", "H", "H", "H", "H", "H"],
  "positions_angstrom": [[-0.823, -0.388, 0.498], [-2.138, -0.638, -0.148], [0.021, 0.813, -0.100], [-0.523, -1.026, 1.525], [1.898, -0.861, -0.824], [-0.268, 1.135, -1.303], [1.263, 1.564, 0.961], [-2.208, -0.179, -1.119], [-2.067, -1.788, -0.289], [-2.941, -0.444, 0.595], [0.401, -0.859, 2.015], [1.412, -1.552, -0.377], [2.861, -1.246, -0.902], [1.510, -0.803, -1.747], [0.049, 2.019, -1.385], [0.568, 1.436, 2.259], [0.986, 2.816, 0.342]],
  "mulliken_charge": [0.322, -1.034, 0.357, -0.494, -0.632, -0.262, 0.065, 0.362, 0.281, 0.308, 0.289, 0.230, 0.273, 0.245, 0.401, 0.177, 0.113]
}

13.
{
  "formula": "C3H10N2P",
  "method": "ωB97M-V/def2-TZVPD",
  "charge": 1,
  "spin_multiplicity": 1,
  "de_lowest_kcal_mol": 6.0,
  "homo_lumo_gap_ev": 10.977,
  "mol_weight_g_mol": 105.1,
  "lumo_ev": -3.32,
  "elements": ["C", "C", "C", "N", "N", "P", "H", "H", "H", "H", "H", "H", "H", "H", "H", "H"],
  "positions_angstrom": [[1.069, -0.445, -0.151], [2.408, 0.284, -0.150], [-2.708, 0.517, 0.436], [1.226, -1.718, -0.230], [-0.123, 0.108, -0.252], [-1.654, -0.861, -0.228], [3.052, -0.150, 0.578], [2.248, 1.351, 0.089], [2.927, 0.303, -1.088], [-2.678, 0.485, 1.546], [-3.841, 0.529, 0.205], [-2.357, 1.412, 0.137], [2.181, -2.097, 0.040], [0.437, -2.255, -0.135], [-0.261, 1.231, -0.037], [-2.176, -0.536, -1.503]],
  "mulliken_charge": [0.872, -1.251, -1.018, -0.311, -0.303, 0.027, 0.388, 0.327, 0.332, 0.359, 0.346, 0.338, 0.293, 0.156, 0.360, 0.086]
}

14.
{
  "formula": "C3H10N2P",
  "method": "ωB97M-V/def2-TZVPD",
  "charge": 1,
  "spin_multiplicity": 1,
  "de_lowest_kcal_mol": 97.9,
  "homo_lumo_gap_ev": [7.452, 7.334],
  "mol_weight_g_mol": 105.1,
  "lumo_ev": [-5.80, -6.07],
  "elements": ["C", "C", "C", "N", "N", "P", "H", "H", "H", "H", "H", "H", "H", "H", "H", "H"],
  "positions_angstrom": [[0.248, -0.338, 2.928], [-1.104, -0.295, -2.223], [-0.092, -0.627, 1.511], [2.086, 0.814, 0.299], [0.133, 0.551, -1.888], [0.582, 0.614, 0.394], [-0.690, 0.073, 3.536], [1.046, 0.356, 3.113], [0.596, -1.280, 3.340], [-2.029, 0.369, -2.435], [-0.938, -0.744, -3.198], [-1.359, -0.947, -1.315], [-1.006, -1.018, 1.250], [2.753, 1.465, 0.599], [0.968, -0.007, -1.970], [0.096, 1.512, -2.145]],
  "mulliken_charge": [-1.001, -0.593, -0.121, -0.412, -0.525, 0.498, 0.294, 0.374, 0.329, 0.283, 0.344, 0.175, 0.398, 0.282, 0.377, 0.297]
}

15.
{
  "formula": "C3H10N2S",
  "method": "ωB97M-V/def2-TZVPD",
  "s2": 0.760,
  "charge": -1,
  "spin_multiplicity": 2,
  "de_lowest_kcal_mol": 87.5,
  "homo_lumo_gap_ev": [5.569, 5.547],
  "mol_weight_g_mol": 106.2,
  "lumo_ev": [3.74, 3.74],
  "elements": ["C", "C", "S", "N", "C", "N", "H", "H", "H", "H", "H", "H", "H", "H", "H", "H"],
  "positions_angstrom": [[-0.985, -0.962, 0.054], [-0.765, -1.010, 1.482], [-0.632, 0.477, 2.508], [-0.111, -0.457, -1.156], [1.167, -0.034, -0.617], [2.130, 0.200, -1.730], [-1.588, -1.794, -0.304], [-1.340, 0.042, -0.384], [-1.831, 2.530, 0.388], [-0.656, -1.894, 2.080], [0.536, 0.887, 1.940], [-2.018, 1.806, 0.387], [1.010, 0.839, 0.037], [1.580, -0.841, 0.013], [1.909, -0.603, -2.338], [1.592, 0.813, -2.359]],
  "mulliken_charge": [-0.539, -0.598, -0.317, -0.626, 0.011, -0.747, 0.282, 0.263, 0.148, 0.361, 0.031, -0.181, 0.019, 0.319, 0.287, 0.286]
}